[1]
Molecular formula: C5H7NO
Method: DFT, ωB97M-V/def2-TZVPD

```
14
Properties=species:S:1:pos:R:3:forces:R:3
C -2.0190 0.6277 -0.2287 -0.09 0.06 0.03
C -0.5789 0.2683 -0.2220 0.09 0.42 -0.05
C 0.5810 0.9378 -0.0925 -0.63 0.06 -0.71
N 1.9904 -0.5575 1.2173 2.87 -2.34 -0.43
C 1.3611 -0.3432 0.0234 -2.30 1.26 -0.99
O 2.5872 -0.6985 -0.4298 -0.18 -0.02 2.39
C 0.0455 -1.1119 -0.2765 0.22 -0.05 -0.09
H -2.5065 0.2392 -1.1294 0.06 0.08 0.07
H -2.1797 1.7086 -0.1730 0.04 -0.17 -0.02
H -2.5195 0.1541 0.6244 0.04 0.08 -0.09
H 0.8402 1.9893 0.0283 -0.03 -0.26 -0.09
H 2.6184 0.1951 1.4633 -0.15 0.72 -0.02
H -0.2948 -1.8441 0.4669 0.21 0.16 -0.11
H 0.0746 -1.5648 -1.2716 -0.14 0.01 0.10
```
Forces are in eV/Å.

Its spin multiplicity is 1. As for the charge: 0. The calculated total energy is -8831.4873 eV. As for the strongest force on any atom: 3.73 eV/Å. The calculation puts the energy above the lowest of the compared OMol25 structures with the same formula, charge and spin at 108.7 kcal/mol. The calculation puts the gap between HOMO and LUMO at 9.34 eV.


[2]
Molecular formula: C32H35FMnNOTe
Method: DFT, ωB97M-V/def2-TZVPD

```
72
Properties=species:S:1:pos:R:3:forces:R:3
Mn 1.1411 -2.4946 0.1972 0.07 -0.30 0.38
C 1.7524 -3.8977 4.0054 -0.01 0.01 0.02
C 2.4486 -3.3317 2.8066 0.03 0.01 -0.04
C 2.9104 -4.1600 1.7873 -0.03 0.08 -0.03
C 3.5016 -3.6403 0.6335 0.00 0.03 -0.03
C 4.0120 -4.5456 -0.4524 0.00 0.00 0.00
C 3.6261 -2.2497 0.5122 -0.01 0.01 0.06
C 3.1942 -1.3918 1.5355 0.04 -0.06 -0.02
C 3.4125 0.0906 1.4204 0.01 0.00 0.00
C 2.6048 -1.9507 2.6690 0.03 -0.07 -0.08
H 2.3145 -3.6863 4.9165 -0.01 0.01 0.01
H 1.6302 -4.9744 3.9167 0.00 -0.01 0.01
H 0.7612 -3.4536 4.0993 -0.03 -0.01 0.00
H 2.7770 -5.2312 1.8749 0.00 -0.01 0.00
H 5.0753 -4.7422 -0.3041 0.00 0.00 0.00
H 3.8916 -4.0897 -1.4345 0.00 0.00 -0.01
H 3.4927 -5.5024 -0.4445 0.00 -0.01 0.00
H 4.0930 -1.8325 -0.3731 -0.03 0.00 -0.01
H 4.4368 0.3392 1.7039 0.00 0.00 0.00
H 2.7452 0.6433 2.0803 -0.02 0.02 0.01
H 3.2619 0.4346 0.3971 -0.01 0.02 -0.01
H 2.2545 -1.2969 3.4602 0.01 0.00 -0.01
C -1.7735 6.3534 -0.8123 0.00 0.01 -0.01
C -1.6759 4.8564 -0.7857 0.03 -0.04 0.01
C -2.5525 4.0615 -1.5118 0.00 -0.01 -0.03
C -2.4769 2.6740 -1.4937 0.05 0.04 -0.03
C -3.4339 1.8892 -2.3546 -0.05 -0.01 -0.01
C -1.4881 2.0754 -0.6994 -0.25 -0.10 -0.09
Te -1.6085 -0.0449 -0.6411 -0.09 0.36 0.22
N 0.2130 -0.7510 -0.7607 0.25 0.05 -0.17
C 0.6912 -1.1870 -1.9503 -0.16 0.16 -0.01
O 1.4479 -2.1854 -1.9115 0.23 -0.16 0.08
C 0.3819 -0.5625 -3.2573 -0.08 -0.02 -0.12
C 0.3576 -1.3751 -4.3907 -0.06 -0.02 0.07
C 0.0431 -0.8327 -5.6237 -0.01 -0.01 -0.02
C -0.2302 0.5248 -5.7391 0.00 0.02 0.03
C -0.1735 1.3443 -4.6208 0.01 -0.02 -0.03
C 0.1333 0.8023 -3.3817 0.08 0.07 0.01
C -1.7549 -0.2536 1.4479 0.10 0.04 0.00
C -0.6113 -0.3790 2.2237 -0.06 -0.19 -0.01
C -0.7276 -0.5091 3.5966 -0.01 -0.01 -0.01
C -1.9852 -0.5141 4.1805 -0.01 0.01 -0.03
C -3.1190 -0.3918 3.3939 0.02 -0.01 0.02
C -3.0304 -0.2561 2.0119 -0.02 0.03 -0.01
C -4.2792 -0.0919 1.1901 -0.01 0.01 0.00
C -0.5757 2.8471 0.0263 0.05 -0.09 0.06
C 0.5149 2.2518 0.8676 0.05 0.08 0.05
C -0.6870 4.2291 -0.0377 -0.04 -0.02 -0.04
H -2.5870 6.6887 -1.4522 0.00 0.01 0.00
H -0.8456 6.7940 -1.1786 0.00 0.01 0.00
H -1.9450 6.7427 0.1920 0.00 0.01 0.00
H -3.3123 4.5333 -2.1229 -0.02 0.01 -0.01
H -4.0023 2.5688 -2.9854 -0.02 -0.02 -0.02
H -4.1549 1.3169 -1.7654 0.01 -0.01 0.01
H -2.9080 1.1929 -3.0121 -0.02 0.02 -0.02
H 0.5757 -2.4287 -4.2842 0.01 -0.01 -0.01
H 0.0131 -1.4666 -6.4992 0.00 -0.01 -0.01
H -0.4715 0.9469 -6.7051 0.00 0.00 -0.02
H -0.3487 2.4079 -4.7137 0.00 0.01 0.00
H 0.2448 1.4638 -2.5332 -0.05 -0.03 0.09
H 0.3679 -0.3935 1.7631 -0.05 0.01 0.06
H 0.1581 -0.6127 4.2086 0.00 0.00 0.01
H -2.0866 -0.6183 5.2522 0.01 -0.01 0.01
H -4.0971 -0.4066 3.8567 -0.02 0.01 0.00
H -5.1615 -0.3164 1.7855 -0.01 0.00 -0.01
H -4.2908 -0.7618 0.3268 -0.03 0.00 0.00
H -4.3821 0.9366 0.8330 0.01 0.01 -0.03
H 0.7828 1.2514 0.5379 0.05 0.04 -0.03
H 0.2046 2.2012 1.9139 0.02 -0.03 -0.03
H 1.4081 2.8750 0.8189 0.00 0.00 -0.01
H 0.0229 4.8332 0.5159 0.02 0.00 0.01
F -0.1223 -3.3603 1.2732 0.03 0.07 -0.20
```
Forces are in eV/Å.

Its spin multiplicity is 6. As for the charge: +1. The expectation value of S² is 8.76. The calculated total energy is -78617.1783 eV. As for the strongest force on any atom: 0.49 eV/Å. The calculation puts the gap between HOMO and LUMO (alpha / beta) at 8.83 / 9.16 eV.


[3]
Molecular formula: C4H11O3
Method: DFT, ωB97M-V/def2-TZVPD

```
18
Properties=species:S:1:pos:R:3:forces:R:3
C 1.1206 1.9084 0.6107 0.38 0.47 1.19
O 0.2285 1.6988 1.5813 -0.71 0.11 0.71
C 0.6903 1.4613 -0.7506 -0.92 0.93 -0.08
C -0.0415 0.1743 -0.7231 -1.16 -3.51 -0.53
C -0.4278 -0.6859 -1.9760 2.16 1.60 1.06
O -0.6725 -0.7876 3.0053 -0.96 -2.23 0.02
H 2.0525 1.3149 0.8072 0.62 -0.09 0.17
H 1.4762 2.9737 0.6456 0.16 0.10 -0.76
H 0.9472 1.9419 -1.6962 -0.25 -0.04 0.12
H 1.1743 0.2759 -0.7959 0.28 -1.16 0.12
H -0.3856 -0.5982 0.0983 0.95 2.63 -0.66
H -1.3117 -1.1922 -1.7526 -1.26 -1.12 0.47
H 0.4200 -1.3765 -2.0209 -0.46 -0.47 -0.68
H -0.5527 -0.1557 -2.8940 0.13 0.68 -0.95
H -0.5067 0.1122 2.7642 0.48 1.26 -1.15
H -1.8873 -3.2149 0.6651 -0.12 -0.12 0.15
H -0.9985 -1.2845 2.1966 0.65 0.86 0.73
O -1.3254 -2.5658 0.2351 0.02 0.09 0.07
```
Forces are in eV/Å.

Its spin multiplicity is 2. As for the charge: -2. The expectation value of S² is 0.76. The calculated total energy is -10461.1194 eV. As for the strongest force on any atom: 3.73 eV/Å. The calculation puts the energy above the lowest of the compared OMol25 structures with the same formula, charge and spin at 60.4 kcal/mol. The calculation puts the gap between HOMO and LUMO (alpha / beta) at 4.48 / 6.21 eV.


[4]
Molecular formula: C6H6O2
Method: DFT, ωB97M-V/def2-TZVPD

```
14
Properties=species:S:1:pos:R:3:forces:R:3
O -2.3285 0.6299 -0.3440 -1.54 -4.40 1.32
C -1.9038 -0.5302 0.0537 -4.05 5.71 -4.40
C -0.5715 -0.3644 0.2462 3.82 1.04 4.06
C 0.0000 1.0580 0.6009 -1.26 -1.82 -5.30
C 1.4311 0.9958 0.2191 -0.29 -3.91 -2.86
C 1.6706 -0.2664 -0.4714 0.36 4.85 1.27
C 0.4806 -1.0918 -0.3379 0.65 -3.47 -2.43
O 0.0998 -1.4786 0.9436 -0.09 0.57 1.07
H -2.4394 -1.4529 -0.1623 -0.22 -0.14 0.71
H -0.6094 1.7011 -0.1736 1.54 -0.73 1.63
H -0.3527 1.2675 1.5065 -0.81 1.39 3.98
H 1.8747 1.9763 0.1730 1.18 -0.37 0.05
H 2.4389 -0.5260 -1.2137 -0.06 0.34 0.85
H 0.2096 -1.9185 -1.0402 0.77 0.94 0.05
```
Forces are in eV/Å.

Its spin multiplicity is 1. Its SMILES is O=C[C@]12CC=C[C@H]1O2. As for the charge: 0. The calculated total energy is -10409.5242 eV. As for the strongest force on any atom: 8.27 eV/Å. The calculation puts the energy above the lowest of the compared OMol25 structures with the same formula, charge and spin at 89.6 kcal/mol. The calculation puts the gap between HOMO and LUMO at 9.32 eV.